C25H26N3O2Zr as an isolated structure, computed with wB97M-V/def2-TZVPD.

Last column: Löwdin charge in e.
CARTESIAN COORDINATES (ANGSTROEM)
Zr: -0.0216 0.4961 1.5169  1.598
C: -2.1444 -0.4463 5.0396  0.019
C: -1.6152 -0.6691 3.6351  -0.265
O: -1.6831 0.3174 2.7828  -0.177
C: -1.1828 -2.0252 3.2261  -0.106
C: -1.8033 -3.2095 3.6562  -0.038
C: -1.4936 -4.5127 3.2790  -0.051
C: -0.4171 -4.7042 2.3657  -0.052
C: 0.3274 -3.6118 1.9959  -0.019
C: -0.0676 -2.3078 2.3691  -0.264
O: 0.7841 -1.2412 2.0744  -0.304
H: -2.5110 0.6094 5.2082  0.116
H: -1.3428 -0.7527 5.7059  0.102
H: -3.0722 -1.1004 5.2169  0.123
H: -2.5567 -3.1220 4.4030  0.099
H: -2.0114 -5.3640 3.7729  0.124
H: -0.1400 -5.7054 2.0624  0.113
H: 1.2092 -3.7989 1.3503  0.132
N: -0.5523 -0.6570 -5.0124  0.158
C: -1.2412 -0.4511 -6.1791  -0.172
C: -1.1980 -1.0745 -7.4292  -0.007
C: -1.9286 -0.4260 -8.4276  -0.063
C: -2.8117 0.6634 -8.1796  -0.053
C: -2.7616 1.3292 -6.9486  -0.005
C: -2.0198 0.7460 -5.9343  -0.232
N: -1.8099 1.2060 -4.6713  0.189
C: -0.8403 0.4344 -4.1937  -0.268
C: -0.2038 0.6236 -2.8953  -0.114
C: 0.7311 -0.2969 -2.3622  0.024
C: 1.2784 -0.1162 -1.1002  -0.094
N: 0.9540 0.9925 -0.3521  -0.140
C: -0.0041 1.8471 -0.8288  -0.126
C: -0.5641 1.7299 -2.1471  0.047
H: 0.2550 -1.2801 -4.8221  0.169
H: -0.5738 -1.9052 -7.6617  0.102
H: -1.8688 -0.7904 -9.4352  0.100
H: -3.4768 1.0528 -8.9302  0.101
H: -3.2771 2.2387 -6.7114  0.112
H: 0.9734 -1.2640 -2.8350  0.125
H: 2.1149 -0.7056 -0.7550  0.130
H: -0.1287 2.7639 -0.2769  0.117
H: -1.2313 2.4982 -2.5090  0.125
C: 2.9946 0.9692 4.3325  -0.062
C: 2.4844 2.0140 3.2989  -0.690
C: 2.3970 3.4333 3.8312  -0.088
C: 3.3161 2.1134 2.0071  -0.088
C: 1.0549 1.5122 3.0012  -0.211
H: 3.9812 1.2606 4.7009  0.077
H: 3.1181 -0.0407 3.9213  0.076
H: 2.3363 0.9133 5.2312  0.090
H: 3.3966 3.7517 4.2155  0.096
H: 1.5806 3.5698 4.5934  0.094
H: 2.2235 4.1385 3.0151  0.078
H: 4.2004 2.7624 2.1508  0.087
H: 2.7987 2.5440 1.1387  0.061
H: 3.6450 1.1055 1.7073  0.077
H: 0.4002 1.9426 3.7925  0.030

Values from the calculation:
LUMO level (alpha / beta): -4.34 / -4.34 eV
E: -1329.7697 a.u.
Charge: +1

An isolated molecule of C3H5NO2, computed with wB97M-V/def2-TZVPD.

Last column: Löwdin charge in e.
CARTESIAN COORDINATES (ANGSTROEM)
C: -1.4650 -0.3168 -0.1801  -0.294
C: -0.5186 0.5873 0.2885  -0.111
C: 2.0395 0.4416 0.2962  -0.206
N: -2.7353 -0.0944 -0.0580  0.053
O: 0.7590 0.1782 0.2986  -0.009
O: 2.7556 -0.4953 -0.3447  0.071
H: -1.1719 -1.2419 -0.5269  0.083
H: -0.9035 1.6262 0.5478  0.145
H: 2.3743 1.3931 0.5745  0.123
H: -3.2293 -0.8867 -0.4681  0.030
H: 2.0951 -1.1915 -0.4280  0.116

Values from the calculation:
LUMO level (alpha / beta): 0.62 / -0.11 eV
Relative energy (zero: lowest compared OMol25 entry of this formula, charge and spin): 118.0 kcal per mole
E: -322.3863 a.u.
Charge: 0

An isolated molecule of C5H11N, computed with wB97M-V/def2-TZVPD.

Last column: Löwdin charge in e.
CARTESIAN COORDINATES (ANGSTROEM)
C: -1.2171 -0.0346 2.0923  -0.131
N: -0.2579 -0.8589 1.3625  -0.136
C: -0.4875 -0.9972 -0.0399  -0.266
C: -0.4264 0.2824 -0.9142  -0.200
C: 0.9632 0.8442 -0.8972  -0.195
C: 1.7307 0.7932 -1.9852  -0.005
H: -0.9884 -0.0445 3.1547  0.074
H: -2.2333 -0.4090 1.9591  0.077
H: -1.2224 0.9928 1.7024  0.066
H: 0.6699 -0.5777 1.6308  0.095
H: -1.4333 -1.5158 -0.2359  0.113
H: 0.2363 -1.7167 -0.4344  0.114
H: -1.1646 0.9966 -0.5486  0.100
H: -0.6442 -0.0522 -1.8997  0.092
H: 1.3568 1.4349 -0.0772  0.098
H: 1.3363 0.4801 -2.9443  0.056
H: 2.7657 1.1040 -1.9251  0.048

Values from the calculation:
SMILES: C=CCCNC
LUMO level: 1.18 eV
Relative energy (zero: lowest compared OMol25 entry of this formula, charge and spin): 28.8 kcal per mole
E: -251.8166 a.u.
Charge: 0

An isolated molecule of C28H20F2N2, computed with wB97M-V/def2-TZVPD.

Last column: Löwdin charge in e.
CARTESIAN COORDINATES (ANGSTROEM)
C: -5.3136 -0.0509 -2.2976  -0.092
C: -4.7217 -1.2893 -1.9964  -0.074
C: -3.3239 -1.3554 -1.7980  -0.047
C: -2.5005 -0.2161 -1.9012  -0.160
C: -1.0098 -0.2428 -1.5824  -0.140
N: -0.5804 0.8551 -1.0131  0.126
C: 0.8052 1.1434 -0.5442  -0.359
C: 1.2271 2.3212 -1.4053  -0.132
N: 1.3818 3.1988 -2.1720  0.166
C: -0.2958 -1.5246 -1.9014  -0.142
C: -0.6765 -2.3587 -2.9775  -0.028
C: 0.0455 -3.5222 -3.2238  -0.068
C: 1.1770 -3.8190 -2.4694  -0.076
C: 1.5629 -2.9797 -1.4411  -0.065
C: 0.8126 -1.8568 -1.1244  -0.022
C: -3.1263 1.0167 -2.1820  -0.025
C: -4.5194 1.1036 -2.4043  -0.071
H: -6.4010 0.0018 -2.4520  0.105
H: -5.3333 -2.1975 -1.9015  0.106
H: -2.8742 -2.3226 -1.5575  0.112
H: 1.5329 0.3536 -0.7031  0.098
H: -1.5609 -2.0754 -3.5592  0.120
H: -0.3135 -4.1539 -4.0197  0.103
H: 1.7281 -4.7195 -2.7137  0.107
H: 2.4493 -3.1993 -0.8765  0.105
H: 1.0607 -1.2899 -0.2288  0.109
H: -2.5173 1.9133 -2.2401  0.107
H: -4.9823 2.0688 -2.6452  0.105
F: 4.5794 2.0532 4.2837  0.017
C: 4.2641 1.8386 2.9375  -0.210
C: 5.2665 1.8963 1.9843  -0.014
C: 4.8542 1.7188 0.6732  -0.055
C: 3.5070 1.4834 0.3317  -0.035
C: 2.5060 1.4259 1.3002  -0.128
C: 1.0396 1.2648 0.8772  -0.187
C: 0.1616 0.5419 1.9303  -0.132
C: -1.1866 0.7958 1.7477  -0.047
C: -2.1433 0.5396 2.7347  -0.053
C: -1.7859 0.0698 3.9877  -0.018
C: -0.4399 -0.1813 4.1755  -0.211
F: -0.0039 -0.6315 5.4342  0.008
C: 0.5400 0.0305 3.1839  0.020
C: 2.9070 1.6342 2.6241  0.028
H: 6.2750 2.0517 2.2857  0.111
H: 5.6086 1.7938 -0.1195  0.115
H: 3.3047 1.3923 -0.7332  0.099
H: 0.4437 2.1412 0.6617  0.146
H: -1.5334 1.2122 0.8159  0.099
H: -3.1951 0.7573 2.5267  0.114
H: -2.4767 -0.1167 4.7689  0.108
H: 1.5984 -0.1930 3.4588  0.128
H: 2.1763 1.6789 3.4607  0.130

Values from the calculation:
SMILES: N#C[C@H](N=C(c1ccccc1)c1ccccc1)C(c1cccc(F)c1)c1cccc(F)c1
LUMO level: -0.27 eV
E: -1388.1110 a.u.
Charge: 0